[1]
Computed, not measured: the molecule C21H24N4O4S in a non-equilibrium geometry, with wB97M-V/def2-TZVPD.

The calculation puts the electronic energy at -1732.87444 hartree. The calculation puts the HOMO-LUMO gap at 9.4 eV. The energy above the lowest of the compared OMol25 structures with the same formula, charge and spin comes out at 10.1 kJ/mol. The maximum force comes out at 1.01 eV Å⁻¹. Its SMILES is O=C1CCc2cc(S(=O)(=O)N3CCC(C(=O)NCc4ccccn4)CC3)ccc2N1.

Each line ends with the Mulliken charge.
Cartesian coordinates (Å):
O  -2.208  -5.070  1.274  -0.64
C  -1.452  -4.287  0.749  0.26
N  -0.193  -4.080  1.239  -0.09
C  0.739  -3.196  0.717  0.70
C  1.845  -2.808  1.469  -0.97
C  2.760  -1.917  0.938  -0.57
C  2.566  -1.424  -0.338  -0.34
C  1.482  -1.818  -1.101  -0.81
C  0.564  -2.717  -0.588  0.91
C  -0.605  -3.239  -1.370  -0.99
C  -1.805  -3.428  -0.447  -0.15
H  -2.645  -3.886  -0.968  0.33
H  -2.137  -2.460  -0.057  -0.02
H  -0.848  -2.563  -2.190  0.38
H  -0.331  -4.205  -1.809  0.35
H  1.385  -1.432  -2.104  0.51
S  3.640  -0.132  -0.956  1.34
O  3.572  -0.109  -2.388  -0.74
O  4.921  -0.233  -0.325  -0.74
N  2.917  1.271  -0.406  -0.06
C  2.917  1.396  1.037  -0.33
C  2.458  2.791  1.455  -1.45
H  3.193  3.527  1.126  0.44
H  2.389  2.824  2.543  0.41
C  1.103  3.145  0.834  0.14
C  -0.039  2.288  1.379  0.23
O  0.100  1.226  1.951  -0.63
N  -1.258  2.827  1.153  -0.17
H  -1.342  3.682  0.626  0.30
C  -2.486  2.121  1.457  -0.89
C  -3.083  1.510  0.214  0.25
N  -4.258  1.983  -0.174  -0.57
C  -4.808  1.490  -1.270  -0.28
C  -4.210  0.511  -2.048  -0.74
C  -2.976  0.022  -1.649  -0.20
C  -2.400  0.525  -0.495  0.11
H  -1.445  0.169  -0.138  0.38
H  -2.474  -0.738  -2.229  0.40
H  -4.694  0.142  -2.939  0.41
H  -5.771  1.907  -1.534  0.38
H  -3.210  2.808  1.901  0.37
H  -2.225  1.338  2.174  0.37
C  1.196  2.961  -0.688  -1.20
C  1.635  1.536  -1.012  -0.27
H  1.761  1.400  -2.087  0.64
H  0.874  0.826  -0.649  0.03
H  0.236  3.162  -1.169  0.47
H  1.937  3.657  -1.085  0.46
H  0.872  4.193  1.057  0.42
H  3.940  1.213  1.365  0.47
H  2.251  0.653  1.494  0.29
H  3.632  -1.608  1.492  0.51
H  1.978  -3.200  2.466  0.38
H  0.037  -4.556  2.102  0.21

[2]
Computed, not measured: a structure of composition C7H17HgO3 in a non-equilibrium geometry, with wB97M-V/def2-TZVPD.

The calculation puts the electronic energy at -655.63585 hartree. The calculation puts the HOMO-LUMO gap at 8.7 eV. The energy above the lowest of the compared OMol25 structures with the same formula, charge and spin comes out at 0.0 kJ/mol. The maximum force comes out at 6.02 eV Å⁻¹. The charge is +1.

Each line ends with the Mulliken charge.
Cartesian coordinates (Å):
C  -2.146  -1.361  -0.224  -0.57
C  -0.921  -1.861  0.514  -0.72
O  0.281  -1.087  0.015  -0.43
C  1.573  -1.657  0.184  -0.48
C  2.556  -0.713  -0.469  -0.34
O  2.256  0.597  0.006  -0.40
C  3.196  1.597  -0.362  -0.76
H  -1.964  -1.415  -1.308  0.27
H  -2.972  -2.050  0.000  0.43
H  -0.758  -2.918  0.258  0.40
H  -0.870  -1.857  1.611  0.38
H  1.605  -2.640  -0.305  0.37
H  1.801  -1.776  1.255  0.29
H  2.458  -0.731  -1.565  0.34
H  3.585  -0.985  -0.194  0.40
H  2.863  2.541  0.082  0.28
H  4.187  1.333  0.029  0.28
H  3.242  1.689  -1.456  0.35
C  -2.217  2.347  -0.286  -0.73
O  -1.664  1.033  -0.250  -0.45
C  -2.629  0.033  0.116  -0.51
H  -1.414  3.048  -0.541  0.27
H  -2.999  2.391  -1.056  0.32
H  -2.647  2.615  0.689  0.33
H  -3.553  0.248  -0.438  0.41
H  -2.841  0.126  1.194  0.36
H  -0.271  0.563  2.077  -0.21
Hg  0.264  0.889  0.424  1.15

[3]
Computed, not measured: a cluster of 2 separate species, C3H9PS3 in total in a non-equilibrium geometry, with wB97M-V/def2-TZVPD.

The calculation puts the electronic energy at -1655.56509 hartree. The calculation puts the HOMO-LUMO gap at 8.4 eV. The energy above the lowest of the compared OMol25 structures with the same formula, charge and spin comes out at 249.6 kJ/mol. The maximum force comes out at 1.09 eV Å⁻¹. Its SMILES is C[C@@H](S)C(=S)S.P.

Each line ends with the Mulliken charge.
Cartesian coordinates (Å):
C  -1.248  1.246  0.639  -1.18
C  -1.761  -0.180  0.530  -0.43
C  -0.797  -1.118  -0.112  0.42
P  3.676  -0.415  -0.277  -0.04
S  -3.345  -0.243  -0.419  -0.10
S  -0.371  -2.541  0.551  -0.20
S  -0.174  -0.602  -1.672  -0.21
H  -2.003  1.874  1.107  0.34
H  -0.344  1.266  1.246  0.32
H  -1.017  1.649  -0.346  0.37
H  -2.031  -0.578  1.512  0.37
H  2.364  -0.440  -0.722  -0.02
H  3.788  -1.797  -0.347  0.04
H  -2.872  0.374  -1.504  0.12
H  3.278  -0.469  1.052  0.03
H  0.535  -1.706  -1.891  0.17

[4]
Computed, not measured: a structure of composition C14H24BeNO7P2STe in a non-equilibrium geometry, with wB97M-V/def2-TZVPD.

The calculation puts the electronic energy at -2493.08334 hartree. The calculation puts the HOMO-LUMO gap at 6.7 eV. The energy above the lowest of the compared OMol25 structures with the same formula, charge and spin comes out at 0.0 kJ/mol. The maximum force comes out at 2.87 eV Å⁻¹. The charge is +1.

Each line ends with the Mulliken charge.
Cartesian coordinates (Å):
Be  -0.035  -0.306  -2.936  -0.50
N  -3.680  0.148  -0.193  -0.17
C  -3.001  0.091  -1.551  0.52
C  -3.935  0.338  -2.734  -1.36
P  -2.096  -1.548  -1.644  0.67
O  -3.290  -2.436  -2.304  -0.55
O  -1.742  -1.983  -0.272  -0.60
O  -0.950  -1.507  -2.658  0.09
P  -1.676  1.393  -1.392  0.29
O  -2.225  2.641  -2.187  -0.55
O  -1.496  1.585  0.079  -0.78
O  -0.457  0.993  -2.193  0.03
H  -3.964  -0.848  0.051  0.38
H  -4.491  0.774  -0.237  0.42
H  -2.975  0.518  0.499  0.31
H  -4.392  -0.563  -3.092  0.43
H  -3.388  0.691  -3.646  0.31
H  -4.742  1.042  -2.456  0.37
H  -3.128  -3.385  -2.152  0.36
H  -2.861  3.196  -1.606  0.41
O  1.228  -0.329  -3.808  0.01
S  2.458  0.672  -3.959  0.27
C  3.843  -0.536  -4.069  -0.45
C  4.461  -0.677  -2.712  -0.74
C  3.623  0.011  -1.624  -0.32
C  2.784  1.149  -2.202  -0.32
H  4.505  -0.059  -4.841  0.39
H  3.432  -1.452  -4.453  0.34
H  5.481  -0.288  -2.694  0.31
H  4.586  -1.720  -2.452  0.35
H  4.365  0.488  -0.937  0.30
H  3.028  -0.744  -1.114  0.15
H  3.277  2.109  -2.177  0.46
H  1.779  1.300  -1.716  0.10
C  1.783  -0.984  2.911  -1.22
Te  0.255  -1.821  1.541  0.14
C  -1.038  -0.404  2.562  -0.81
C  -0.344  0.063  3.788  0.74
C  -1.029  0.726  4.829  -0.82
C  -0.401  0.922  6.031  -0.30
C  0.913  0.531  6.304  -0.76
C  1.595  -0.040  5.249  -0.37
C  1.026  -0.353  4.044  0.40
H  2.294  -0.208  2.297  0.32
H  2.519  -1.724  3.177  0.51
H  -1.920  -1.013  2.821  0.66
H  -1.132  0.432  1.821  0.13
H  -2.022  1.138  4.593  0.34
H  -0.915  1.495  6.828  0.31
H  1.417  0.690  7.240  0.42
H  2.675  -0.203  5.347  0.36

[5]
Computed, not measured: the molecule C2H3N3OS in a non-equilibrium geometry, with wB97M-V/def2-TZVPD.

The calculation puts the electronic energy at -715.51099 hartree. The calculation puts the HOMO-LUMO gap at 8.7 eV. The energy above the lowest of the compared OMol25 structures with the same formula, charge and spin comes out at 486.4 kJ/mol. The maximum force comes out at 7.10 eV Å⁻¹.

Each line ends with the Mulliken charge.
Cartesian coordinates (Å):
C  1.354  0.004  0.210  -0.09
C  0.586  -1.064  -0.028  -0.33
N  0.570  1.181  0.036  -0.21
N  -0.704  -0.640  -0.463  -0.05
N  -0.697  0.755  -0.339  -0.15
O  -3.395  0.151  -0.050  -0.53
S  -1.877  -0.092  0.653  0.39
H  2.430  -0.050  0.457  0.36
H  0.856  -2.128  0.182  0.33
H  0.875  1.884  -0.659  0.29

[6]
Computed, not measured: a structure of composition H24KrO12 in a non-equilibrium geometry, with wB97M-V/def2-TZVPD.

The calculation puts the electronic energy at -3670.88269 hartree. The calculation puts the HOMO-LUMO gap at 9.5 eV. The energy above the lowest of the compared OMol25 structures with the same formula, charge and spin comes out at 96.6 kJ/mol. The maximum force comes out at 1.05 eV Å⁻¹.

Each line ends with the Mulliken charge.
Cartesian coordinates (Å):
Kr  0.341  -0.163  -0.386  0.03
O  3.904  0.604  1.153  -0.67
H  3.287  1.331  1.235  0.37
H  3.386  -0.175  1.354  0.38
O  -0.381  -3.450  1.082  -0.61
H  -0.446  -4.360  1.374  0.29
H  -1.205  -3.286  0.625  0.28
O  -0.136  3.511  -0.207  -0.57
H  0.592  3.139  0.291  0.33
H  -0.495  4.190  0.364  0.28
O  1.886  -3.061  -0.530  -0.57
H  1.686  -3.092  -1.465  0.29
H  1.031  -3.098  -0.100  0.33
O  -2.976  1.878  0.288  -0.65
H  -2.299  2.192  -0.312  0.39
H  -2.807  0.940  0.371  0.33
O  -1.595  -1.933  -3.126  -0.60
H  -0.890  -1.286  -3.151  0.31
H  -1.200  -2.731  -3.478  0.30
O  -3.002  -0.948  0.680  -0.59
H  -3.827  -0.964  1.165  0.27
H  -2.997  -1.770  0.189  0.28
O  2.384  -1.490  2.234  -0.65
H  2.678  -2.378  2.438  0.30
H  1.640  -1.614  1.645  0.22
O  0.076  0.673  -3.609  -0.61
H  -0.152  0.529  -4.528  0.30
H  1.008  0.890  -3.624  0.26
O  0.101  0.629  3.118  -0.63
H  0.103  -0.296  3.364  0.28
H  -0.821  0.883  3.149  0.30
O  1.861  2.504  1.782  -0.70
H  1.269  1.887  2.213  0.39
H  1.808  3.298  2.314  0.31
O  -1.634  2.412  -2.759  -0.68
H  -1.100  1.638  -2.938  0.44
H  -1.077  2.967  -2.214  0.25

[7]
Computed, not measured: the molecule C4H6N2O2 in a non-equilibrium geometry, with wB97M-V/def2-TZVPD.

The calculation puts the electronic energy at -415.77235 hartree. The calculation puts the HOMO-LUMO gap at 8.5 eV. The energy above the lowest of the compared OMol25 structures with the same formula, charge and spin comes out at 704.3 kJ/mol. The maximum force comes out at 7.07 eV Å⁻¹. Its SMILES is COn1[nH]ccc1=O.

Each line ends with the Mulliken charge.
Cartesian coordinates (Å):
C  -2.647  0.116  0.284  -0.54
C  1.609  -1.223  -0.013  -0.43
C  1.978  0.080  0.173  -0.55
C  0.815  0.826  -0.154  0.38
H  -2.398  1.097  0.568  0.30
H  -3.172  -0.683  0.994  0.22
H  -3.441  0.168  -0.388  0.28
H  -0.696  -2.249  -0.082  0.39
H  2.091  -2.051  -0.053  0.61
H  2.930  0.498  0.405  0.38
N  -0.204  -0.104  0.034  0.45
N  0.254  -1.455  0.060  -0.41
O  -1.424  -0.208  -0.471  -0.39
O  0.649  2.126  -0.008  -0.69

[8]
Computed, not measured: a structure of composition C22H36GeN4O5PdS in a non-equilibrium geometry, with wB97M-V/def2-TZVPD.

The calculation puts the electronic energy at -4056.98735 hartree. The calculation puts the HOMO-LUMO gap (alpha / beta) at 9.7 / 5.4 eV. The spin multiplicity is 6. Its expectation value of S² is 8.84. The energy above the lowest of the compared OMol25 structures with the same formula, charge and spin comes out at 0.0 kJ/mol. The maximum force comes out at 4.01 eV Å⁻¹. The charge is +3.

Each line ends with the Löwdin spin population.
Cartesian coordinates (Å):
Pd  -2.098  -20.769  -2.229  1.49
C  0.090  -24.463  -1.926  0.02
C  -0.175  -23.164  -1.199  0.01
C  -0.038  -23.341  0.303  0.00
C  0.687  -22.014  -1.714  0.01
O  -1.566  -22.758  -1.481  0.25
Ge  -2.991  -23.561  -2.491  0.40
O  -3.991  -22.126  -1.604  0.26
C  -4.973  -22.287  -0.543  0.02
C  -4.855  -23.688  0.036  0.02
C  -6.352  -22.102  -1.144  0.00
C  -4.677  -21.232  0.521  0.01
O  -2.585  -22.198  -3.857  0.32
C  -3.415  -21.703  -4.966  0.01
C  -2.479  -21.390  -6.129  0.00
C  -4.138  -20.447  -4.490  0.00
C  -4.388  -22.805  -5.344  0.02
H  1.115  -24.794  -1.757  0.00
H  -0.567  -25.253  -1.555  0.00
H  -0.028  -24.359  -3.009  0.00
H  0.993  -23.627  0.531  0.00
H  -0.270  -22.422  0.842  0.00
H  -0.695  -24.137  0.668  0.00
H  1.742  -22.240  -1.544  0.00
H  0.539  -21.855  -2.781  0.00
H  0.484  -21.095  -1.174  0.00
H  -5.133  -24.439  -0.725  0.01
H  -3.849  -23.899  0.412  0.00
H  -5.562  -23.817  0.861  0.00
H  -6.533  -22.831  -1.934  0.00
H  -7.115  -22.253  -0.374  0.00
H  -6.482  -21.107  -1.571  0.00
H  -3.647  -21.314  0.879  0.00
H  -4.843  -20.248  0.106  0.00
H  -5.361  -21.394  1.359  0.00
H  -1.645  -20.763  -5.816  0.00
H  -2.070  -22.303  -6.562  0.00
H  -3.044  -20.872  -6.909  0.00
H  -3.457  -19.606  -4.411  0.00
H  -4.902  -20.178  -5.226  0.00
H  -4.647  -20.599  -3.540  0.00
H  -3.854  -23.719  -5.633  0.00
H  -5.102  -23.007  -4.530  0.00
H  -4.976  -22.503  -6.211  0.00
N  -0.031  -13.720  -6.156  0.33
C  -0.157  -14.822  -5.444  0.10
C  -0.796  -15.979  -5.998  0.17
C  -0.957  -17.106  -5.234  -0.01
C  -0.482  -17.129  -3.914  0.22
C  0.165  -16.020  -3.352  -0.02
C  0.330  -14.883  -4.096  0.16
S  -0.672  -18.620  -2.962  0.05
O  0.267  -18.737  -1.901  0.04
O  -0.778  -19.733  -3.881  0.08
N  -2.162  -18.669  -2.233  0.38
C  -2.298  -18.064  -1.031  0.05
N  -1.746  -16.855  -0.826  0.11
C  -1.946  -16.276  0.332  0.03
C  -2.685  -16.881  1.368  0.27
C  -3.164  -18.171  1.066  0.02
N  -2.978  -18.740  -0.100  0.12
H  -0.366  -13.657  -7.112  0.00
H  0.429  -12.895  -5.792  0.01
H  -1.143  -15.960  -7.018  0.01
H  -1.420  -17.986  -5.663  0.00
H  0.557  -16.075  -2.345  0.00
H  0.850  -14.025  -3.690  0.00
H  -1.517  -15.297  0.466  0.00
H  -2.876  -16.406  2.326  0.01
H  -3.724  -18.745  1.793  0.00